Entry 1:
Formula: C48H59AsBrGeN2O4PRuS
Source: OMol25
Level of theory: ωB97M-V/def2-TZVPD

```
119
Properties=species:S:1:pos:R:3:forces:R:3:lowdin_charge:R:1
Ru 0.2007 -1.7629 -0.6900 -1.1 1.4 0.4 1.1300
C 0.4758 -4.2287 -4.8469 0.0 0.2 0.1 -0.0773
C 0.9785 -4.1791 -3.4004 -0.2 -0.1 -0.2 -0.6634
C 2.5041 -4.1524 -3.4174 0.0 0.0 0.2 -0.0155
C 0.4864 -5.4253 -2.6869 -0.1 0.0 0.1 -0.0367
O 0.4475 -3.0126 -2.7228 0.0 -0.6 0.0 -0.3923
Ge -0.2530 -1.5308 -3.6350 -0.1 0.0 -0.4 1.0051
O 1.0596 -0.4660 -2.7867 0.1 0.5 0.0 -0.3862
C 1.9141 0.2604 -3.7371 0.0 -0.2 0.0 -0.6685
C 2.7610 1.2921 -3.0129 -0.1 0.0 0.2 -0.0274
C 2.8541 -0.7189 -4.4371 0.0 0.0 0.1 -0.0412
C 1.0715 0.9575 -4.8188 0.0 -0.2 0.0 -0.0669
O -1.2945 -1.2058 -2.0178 -0.1 -0.2 0.2 -0.4836
C -2.7276 -1.5437 -2.0700 0.0 -0.3 0.1 -0.6272
C -3.3517 -0.5830 -3.0731 0.2 0.1 -0.1 -0.0292
C -2.9030 -2.9932 -2.5114 0.1 0.0 -0.1 -0.0375
C -3.3723 -1.3619 -0.6995 0.1 0.1 0.0 -0.0152
H 0.7925 -5.1622 -5.3131 0.0 0.0 0.0 0.0939
H 0.8743 -3.4028 -5.4417 0.0 0.0 0.0 0.0626
H -0.6151 -4.1804 -4.8788 0.0 0.0 0.0 0.0746
H 2.8865 -4.8594 -4.1564 0.0 0.0 0.0 0.0986
H 2.9203 -4.4281 -2.4457 0.0 0.0 0.0 0.0712
H 2.8602 -3.1609 -3.6780 0.0 0.0 0.0 0.0524
H 0.7980 -6.3167 -3.2354 0.0 0.0 0.0 0.0963
H -0.6038 -5.4167 -2.6175 0.0 0.0 0.0 0.0877
H 0.8953 -5.4881 -1.6824 0.0 0.0 0.0 0.0016
H 3.2905 0.8494 -2.1713 0.1 0.0 0.1 0.0704
H 2.1640 2.1165 -2.6316 0.0 0.1 0.0 0.0724
H 3.5020 1.6985 -3.7029 0.0 0.0 0.0 0.0990
H 3.5520 -1.1674 -3.7278 0.0 0.0 0.0 0.0737
H 3.4310 -0.1977 -5.2033 0.0 0.0 0.0 0.1007
H 2.2884 -1.5156 -4.9258 0.0 0.0 0.0 0.0634
H 0.1553 1.3716 -4.4070 -0.1 0.1 0.1 0.0592
H 0.7809 0.2569 -5.6026 0.0 0.0 0.0 0.0657
H 1.6469 1.7617 -5.2804 0.0 0.0 0.0 0.0973
H -3.0011 -0.7975 -4.0845 0.0 0.0 0.0 0.0665
H -3.0812 0.4451 -2.8270 -0.1 0.0 0.0 0.0682
H -4.4380 -0.6775 -3.0575 0.0 0.0 0.0 0.0981
H -2.5572 -3.1362 -3.5390 -0.1 0.0 0.0 0.0667
H -3.9575 -3.2744 -2.4652 0.0 0.0 0.0 0.1009
H -2.3297 -3.6490 -1.8570 0.0 0.0 0.0 0.0662
H -2.9641 -0.4878 -0.2039 -0.1 -0.1 0.0 0.0425
H -3.1883 -2.2223 -0.0727 -0.1 -0.1 0.1 0.0521
H -4.4491 -1.2236 -0.8082 0.0 0.0 0.0 0.1035
O -1.1929 -3.0051 0.1603 0.4 -0.2 -0.6 -0.3132
N -1.3606 -3.3191 1.4457 -0.2 0.0 0.0 -0.2012
C -2.3962 -4.1384 1.7370 -0.1 0.0 -0.1 -0.0104
C -2.6704 -4.4811 3.0298 0.0 -0.1 0.0 -0.0350
C -1.8636 -3.9662 4.0493 0.1 0.0 0.0 -0.0408
C -0.8062 -3.1551 3.7233 -0.1 0.0 0.1 -0.0584
C -0.5403 -2.8350 2.3841 0.2 0.3 0.1 -0.6612
S 0.7788 -1.9004 1.8725 0.6 0.1 0.0 0.7547
H -2.9595 -4.4773 0.8804 0.0 0.0 0.0 0.1445
H -3.4985 -5.1432 3.2337 0.0 0.0 0.0 0.1171
H -2.0628 -4.2098 5.0840 0.0 0.0 0.0 0.1192
H -0.1515 -2.7432 4.4778 0.0 0.0 0.0 0.1164
Br 1.3806 -5.0747 0.8641 0.0 0.0 0.1 0.9116
C 2.6480 -3.8518 0.2052 0.3 0.2 -0.1 -0.7402
C 3.9830 -4.1764 0.3992 0.0 -0.1 0.0 -0.0941
C 4.9528 -3.3328 -0.1088 0.1 0.0 0.0 -0.0314
C 4.5589 -2.1976 -0.7974 0.1 0.0 0.0 -0.0318
C 3.2116 -1.9551 -0.9393 -0.1 -0.2 -0.1 -0.1632
N 2.2571 -2.7553 -0.4409 0.3 -0.3 0.2 -0.1013
H 4.2370 -5.0794 0.9338 0.0 0.0 0.0 0.1062
H 6.0013 -3.5682 0.0201 0.0 0.0 0.0 0.1213
H 5.2807 -1.5163 -1.2267 0.0 0.0 0.0 0.1198
H 2.8458 -1.1059 -1.4944 0.0 0.1 0.0 0.0725
C -0.7334 0.7855 1.8013 -0.4 0.2 -0.1 -0.4416
C -0.7954 2.2483 2.2424 -0.1 -0.1 -0.1 -0.4121
As -1.7802 2.3869 3.9563 0.0 0.0 -0.1 1.3134
C -2.4463 4.2166 3.7813 0.0 0.0 0.0 -0.4172
C -2.9025 4.7358 2.5731 0.0 0.1 0.0 -0.1162
C -3.4673 6.0057 2.5165 0.0 -0.1 0.0 -0.0852
C -3.6004 6.7613 3.6712 0.0 0.0 0.0 -0.0865
C -3.1522 6.2496 4.8820 0.0 0.0 0.0 -0.0781
C -2.5856 4.9842 4.9368 0.0 0.0 0.0 -0.1220
C -0.2456 2.7478 5.1005 0.0 0.0 0.1 -0.4303
C 0.5755 3.8598 4.9136 0.0 0.0 0.0 -0.1191
C 1.6270 4.1073 5.7824 0.0 0.0 0.0 -0.0786
C 1.8699 3.2442 6.8470 0.0 0.0 0.0 -0.0846
C 1.0720 2.1261 7.0279 0.0 0.0 0.0 -0.0873
C 0.0144 1.8809 6.1567 0.0 0.1 0.0 -0.1305
P -0.1829 0.5373 0.0636 0.1 -0.8 0.9 1.0456
C -1.3485 1.5806 -0.8400 0.1 -0.1 -0.3 -0.3481
C -2.6425 1.8187 -0.3794 0.0 0.2 0.0 -0.1210
C -3.4924 2.6544 -1.0880 0.0 0.1 0.0 -0.0623
C -3.0578 3.2642 -2.2587 0.0 -0.1 0.0 -0.0613
C -1.7771 3.0161 -2.7324 0.0 0.0 0.0 -0.0562
C -0.9323 2.1747 -2.0247 -0.1 0.0 -0.1 -0.1013
C 1.3754 1.4590 0.1783 0.2 -0.1 -0.3 -0.3458
C 1.4474 2.8402 0.0070 0.1 0.0 -0.1 -0.0960
C 2.6450 3.5049 0.2288 0.0 0.0 0.0 -0.0574
C 3.7752 2.8019 0.6255 0.0 0.0 0.0 -0.0610
C 3.7033 1.4295 0.8191 0.0 0.0 0.0 -0.0608
C 2.5062 0.7645 0.6014 0.0 0.2 0.0 -0.1257
H -1.6990 0.2838 1.9243 0.0 0.0 0.0 0.0651
H -0.0270 0.2474 2.4198 0.0 0.0 0.1 0.0016
H -1.2925 2.8824 1.5122 0.0 0.0 0.0 0.0332
H 0.2082 2.6415 2.3940 0.0 0.0 0.0 0.0644
H -2.8273 4.1602 1.6581 0.0 0.0 0.0 0.0737
H -3.8070 6.4016 1.5673 0.0 0.0 0.0 0.1028
H -4.0626 7.7391 3.6300 0.1 0.0 0.0 0.1045
H -3.2469 6.8354 5.7876 0.0 0.0 0.0 0.1063
H -2.2396 4.5952 5.8874 0.0 0.0 0.0 0.1020
H 0.3832 4.5435 4.0942 0.0 0.0 0.0 0.1064
H 2.2555 4.9770 5.6369 0.0 0.0 0.0 0.1047
H 2.6757 3.4538 7.5391 0.0 0.0 0.0 0.1047
H 1.2649 1.4475 7.8493 0.0 0.0 0.0 0.1032
H -0.6191 1.0138 6.3042 0.0 0.0 0.0 0.0860
H -2.9960 1.3756 0.5419 0.0 0.1 0.0 0.1043
H -4.4915 2.8407 -0.7148 0.0 0.0 0.0 0.1162
H -3.7197 3.9268 -2.8014 0.0 0.0 0.0 0.1126
H -1.4298 3.4882 -3.6430 0.0 0.0 0.0 0.1141
H 0.0653 1.9820 -2.3847 0.1 0.0 0.0 0.0751
H 0.5753 3.4017 -0.3026 0.0 0.0 0.0 0.1106
H 2.6920 4.5783 0.0972 0.0 0.0 0.0 0.1126
H 4.7085 3.3256 0.7881 0.0 0.0 0.0 0.1105
H 4.5784 0.8780 1.1407 0.0 0.0 0.0 0.1114
H 2.4444 -0.2984 0.7724 0.1 0.0 0.0 0.0277
```
Positions in Å, forces in eV/Å.

HOMO (spin up / spin down) = -10.21 / -10.24 eV
M = 1119.6 g/mol
total energy = -272001.3558 eV
spin multiplicity = 2
orbital gap (spin up / spin down) = 6.912 / 7.260 eV
max |F| = 1.788 eV Å⁻¹
total charge = +1
LUMO level (spin up / spin down) = -3.3 / -3.0 eV


Entry 2:
Formula: C35H47CoN2OSbSi
Source: OMol25
Level of theory: ωB97M-V/def2-TZVPD

```
88
Properties=species:S:1:pos:R:3:forces:R:3:lowdin_charge:R:1
Co -0.0370 0.6178 -1.1784 0.4 0.3 0.2 0.6088
C 3.8377 -0.5711 -3.0632 0.0 0.0 0.0 -0.0447
C 4.6108 0.4299 -2.4950 0.0 0.0 0.0 -0.0341
C 3.9819 1.5081 -1.9015 0.1 0.0 0.0 -0.0038
C 2.5916 1.5584 -1.8606 0.0 0.0 0.0 -0.2278
N 1.8526 0.5114 -2.2848 -0.1 -0.1 0.1 0.0596
C 2.4685 -0.4935 -2.9138 -0.1 0.0 0.0 -0.1165
C 1.8253 2.7600 -1.4579 0.0 0.0 -0.1 -0.2246
C 2.4323 4.0141 -1.5306 0.1 -0.1 0.1 -0.0323
C 1.6774 5.1607 -1.3659 0.0 0.0 0.0 -0.0729
C 0.3144 5.0443 -1.1436 -0.1 0.0 0.0 -0.0722
C -0.2739 3.7878 -1.0498 0.2 0.0 0.1 -0.1314
C 0.4564 2.6047 -1.1869 -0.2 -0.1 -0.1 -0.1792
H 4.2813 -1.4024 -3.5917 0.0 0.0 0.0 0.1136
H 5.6915 0.3817 -2.5373 0.0 0.0 0.0 0.1177
H 4.5584 2.3210 -1.4845 0.0 0.0 0.0 0.1140
H 1.8307 -1.2552 -3.3382 -0.1 -0.1 0.1 0.1142
H 3.4890 4.1021 -1.7518 0.0 0.0 0.0 0.1054
H 2.1413 6.1350 -1.4453 0.0 0.0 0.0 0.1073
H -0.2949 5.9354 -1.0501 0.0 0.0 0.0 0.1066
H -1.3346 3.7547 -0.8660 -0.2 0.0 0.0 0.0636
C -3.1773 2.0794 -0.1408 0.1 0.0 0.0 -0.1666
Si -3.1061 1.2140 -1.7967 -0.1 0.3 0.0 0.4659
C -4.9081 0.8991 -2.1936 0.1 -0.3 -0.1 -0.1852
C -2.4140 2.1639 -3.2428 0.1 -0.1 0.1 -0.1599
N -1.9105 -0.1175 -1.5360 -0.5 -1.0 -0.5 -0.0303
C -2.1686 -1.4369 -1.4856 -0.1 0.4 0.2 -0.2633
C -3.4760 -2.0118 -1.6183 0.1 0.0 0.1 -0.0041
C -3.7309 -3.3277 -1.3549 0.0 0.0 0.0 -0.0520
C -2.6972 -4.1669 -0.9206 0.1 0.0 0.0 -0.0237
C -1.4023 -3.6846 -0.8378 -0.1 -0.1 0.0 -0.0085
C -1.1254 -2.3731 -1.1745 -0.1 0.0 0.2 -0.2079
O 0.1366 -1.8817 -1.1435 0.1 0.1 -0.3 -0.0598
C 1.1947 -2.7941 -1.2584 0.3 0.0 0.1 -0.2902
C 2.2767 -2.6139 -0.4218 0.0 0.0 0.0 -0.0135
C 3.3694 -3.4626 -0.5354 0.0 0.0 0.0 -0.0508
C 3.3756 -4.4693 -1.4887 0.0 0.0 0.0 -0.0669
C 2.2853 -4.6204 -2.3381 0.0 0.0 0.0 -0.0510
C 1.1865 -3.7828 -2.2281 0.0 0.1 -0.2 -0.0289
H -3.5052 3.1140 -0.2659 0.0 0.0 0.0 0.0497
H -2.2254 2.0879 0.3907 0.0 0.1 0.0 -0.0067
H -3.9215 1.5771 0.4834 0.1 0.0 0.0 0.0421
H -5.3544 1.8957 -2.2739 0.0 0.0 0.0 0.0505
H -5.4462 0.3648 -1.4089 0.0 0.0 0.0 0.0365
H -5.0740 0.3966 -3.1485 0.0 0.0 0.0 0.0419
H -2.7781 3.1940 -3.2469 0.0 0.0 0.0 0.0487
H -2.7426 1.6889 -4.1713 0.0 0.0 0.0 0.0413
H -1.3241 2.1956 -3.2389 0.0 0.1 0.0 0.0113
H -4.2857 -1.3740 -1.9084 -0.2 0.2 -0.1 0.0726
H -4.7367 -3.7115 -1.4582 0.0 0.0 0.0 0.1175
H -2.8988 -5.1964 -0.6570 0.0 0.0 0.0 0.1199
H -0.5963 -4.3352 -0.5270 -0.1 0.0 0.0 0.1289
H 2.2678 -1.8036 0.2928 0.0 0.0 0.0 0.0944
H 4.2154 -3.3328 0.1270 0.0 0.0 0.0 0.1148
H 4.2276 -5.1295 -1.5794 0.0 0.0 0.0 0.1105
H 2.2863 -5.3935 -3.0949 0.0 0.0 0.0 0.1144
H 0.3372 -3.8939 -2.8913 0.1 0.0 0.0 0.1335
C 0.6172 -2.5420 2.7358 0.1 0.0 0.1 -0.1442
C 1.2350 -1.1432 2.7937 -0.2 0.1 0.0 -0.5457
C 1.5207 -0.7415 4.2389 0.1 0.0 0.0 -0.1248
Sb -0.0111 0.2415 1.6607 0.1 0.2 0.2 1.5706
C 0.8599 2.1616 2.1906 -0.1 -0.2 0.1 -0.5473
C 2.3746 2.0508 2.0257 0.0 0.1 0.0 -0.1406
C 0.4501 2.7249 3.5471 0.1 0.0 -0.1 -0.1319
C -1.9325 0.1543 2.6943 0.2 -0.1 -0.1 -0.5403
C -1.8795 0.1012 4.2165 -0.1 0.0 0.0 -0.1309
C -2.7439 -1.0137 2.1347 -0.1 0.1 0.0 -0.1453
H 1.3303 -3.2870 3.1005 0.0 0.0 0.0 0.0871
H 0.3147 -2.8372 1.7308 0.0 0.0 -0.1 0.0464
H -0.2640 -2.5960 3.3789 0.0 0.0 0.0 0.0666
H 2.1784 -1.1205 2.2406 0.0 -0.1 0.0 0.0606
H 0.6126 -0.6817 4.8335 0.0 0.0 0.0 0.0577
H 2.0385 0.2125 4.3145 0.0 0.0 0.0 0.0524
H 2.1613 -1.4989 4.7024 0.0 0.0 0.0 0.0878
H 0.4797 2.8102 1.4010 0.0 0.0 0.0 0.0501
H 2.8289 1.4573 2.8207 0.0 0.0 0.0 0.0619
H 2.8269 3.0459 2.0590 0.0 0.0 0.0 0.0879
H 2.6499 1.6023 1.0669 0.0 0.0 0.0 0.0509
H 0.7009 2.0525 4.3681 0.0 0.0 0.0 0.0574
H -0.6202 2.9324 3.5919 0.0 0.0 0.0 0.0720
H 0.9751 3.6677 3.7289 0.0 0.0 0.0 0.0843
H -2.4031 1.0895 2.3853 0.0 0.0 0.0 0.0583
H -1.5306 -0.8714 4.5655 0.0 0.0 0.0 0.0660
H -2.8894 0.2394 4.6152 0.0 0.0 0.0 0.0874
H -1.2483 0.8733 4.6504 0.0 0.0 0.0 0.0532
H -2.2901 -1.9744 2.3866 0.0 0.0 0.0 0.0666
H -2.8442 -0.9633 1.0493 0.0 0.0 0.0 0.0413
H -3.7520 -1.0089 2.5612 0.0 0.0 0.0 0.0880
```
Positions in Å, forces in eV/Å.

HOMO (spin up / spin down) = -10.37 / -10.81 eV
M = 720.6 g/mol
total energy = -94122.4635 eV
spin multiplicity = 5
orbital gap (spin up / spin down) = 8.285 / 6.026 eV
max |F| = 1.154 eV Å⁻¹
total charge = +1
LUMO level (spin up / spin down) = -2.1 / -4.8 eV


Entry 3:
Formula: C2H7NO2S2
Source: OMol25
Level of theory: ωB97M-V/def2-TZVPD

```
14
Properties=species:S:1:pos:R:3:forces:R:3:lowdin_charge:R:1
C -0.3540 -0.6365 1.5214 0.2 1.1 0.2 -0.0344
C -0.2188 0.3289 0.2870 -1.0 0.9 1.0 -0.5568
N 0.2617 1.6071 0.4668 -0.5 -1.6 -0.3 0.1892
O -0.6166 -0.0616 -0.8086 -0.2 -0.2 0.2 -0.2263
O 0.4966 1.9274 -2.2968 -0.4 0.6 -0.5 -0.5900
S 2.1352 -0.3260 -2.0671 -0.9 0.2 -0.7 0.1822
S 0.4843 0.5130 -2.6293 1.9 -0.4 0.6 0.4792
H -0.2585 0.0424 2.4573 -0.1 -1.6 -1.3 0.0941
H 0.5665 -1.2820 1.3599 -1.2 0.4 0.7 0.0979
H -1.3365 -1.2879 1.5425 2.1 1.6 -0.2 0.1013
H -0.9924 -2.1428 -0.2755 -0.8 -2.5 -1.3 0.0228
H 0.5756 1.9473 1.3309 0.3 -0.1 1.4 0.0869
H -1.2293 -2.8675 -0.6077 0.7 2.0 1.0 0.0787
H 0.4862 2.2381 -0.2807 -0.3 -0.4 -0.8 0.0753
```
Positions in Å, forces in eV/Å.

HOMO (spin up / spin down) = -9.23 / -9.23 eV
M = 141.2 g/mol
total energy = -29441.2886 eV
orbital gap (spin up / spin down) = 8.439 / 8.438 eV
relative energy (zero: lowest compared OMol25 entry of this formula, charge and spin) = 56.2 kcal per mole
max |F| = 2.896 eV Å⁻¹
LUMO level (spin up / spin down) = -0.8 / -0.8 eV


Q: Which of these has the lowest total energy?
A: C48H59AsBrGeN2O4PRuS


Q: total energy of number 3 (C2H7NO2S2)?
A: -29441.2886 eV


Q: Number 3 is which compound?
A: C2H7NO2S2